Computed, not measured: a cluster of 2 separate species, C4H6BrF in total at a distorted geometry, with the ωB97M-V functional and the def2-TZVPD basis.

The geometry in XYZ format:
```
12
Properties=species:S:1:pos:R:3:forces:R:3:mulliken_charge:R:1
F 1.53496 -2.09760 1.34238 0.0 0.4 -0.6 -0.234
C 0.99790 -0.85959 1.48429 -1.4 3.1 -4.4 -0.258
C 0.66763 0.01750 0.43630 0.4 -1.6 0.6 -0.213
C 0.17031 1.39043 -0.73003 1.9 -2.4 4.0 -0.481
C 0.80154 0.06695 -1.02429 -0.9 -0.7 -0.4 -0.124
H 0.76479 -0.69310 2.47887 -0.3 0.5 1.8 0.381
H -0.85678 1.32471 -0.82818 -1.9 0.8 0.1 0.191
H 0.71963 2.21854 -0.31083 -0.1 0.3 -0.6 0.319
H -0.02344 -0.53980 -1.55893 2.1 0.4 0.4 0.171
H 1.81838 0.18987 -1.35961 0.2 -0.8 -0.8 0.267
Br -2.91455 -0.82609 0.53708 0.1 0.0 0.0 -0.214
H -3.68037 -0.19183 -0.46704 -0.1 0.0 -0.1 0.196
```
Forces are in eV/Å.

## Properties
Structure (SMILES): FC=C1CC1.Br
Total charge: 0
HOMO (eV): -9.075
Calculated total energy (Ha): -2829.7285
LUMO energy (eV): 0.55
Energy above the lowest of the compared OMol25 structures with the same formula, charge and spin (kJ/mol): 314.0